1.
{"formula": "C2H6OS", "method": "ωB97M-V with the def2-TZVPD basis set", "elements": ["C", "O", "H", "H", "C", "S", "H", "H", "H", "H"], "xyz": [[1.2651, -1.1624, -1.6873], [2.2574, -0.6860, -2.3135], [1.2284, -2.2510, -1.3692], [0.3218, -0.5675, -1.3870], [-1.4708, 1.0102, 1.1420], [0.2759, 0.3408, 1.5285], [-1.3246, 2.0027, 1.6376], [-1.5374, 1.1751, 0.0124], [-2.2537, 0.4156, 1.5845], [1.2379, -0.2776, 0.8520]], "lumo_ev": 0.18, "largest_force_ev_per_a": 5.2, "e_above_lowest_kj_mol": 205.1}

2.
{"formula": "C2H6OS", "method": "ωB97M-V with the def2-TZVPD basis set", "elements": ["C", "C", "O", "H", "H", "H", "H", "S", "H", "H"], "xyz": [[-1.6179, 0.6853, -1.1462], [-1.4553, 0.8794, 0.3447], [-2.1292, 0.4093, 1.2603], [-2.3372, -0.0656, -1.2996], [-0.6184, 0.2240, -1.3707], [-1.8031, 1.6719, -1.6386], [-0.4937, 1.3231, 0.5999], [2.3188, -0.8508, -0.1686], [1.6072, -1.9905, 0.2447], [2.0170, -0.2124, 0.8878]], "lumo_ev": 0.73, "largest_force_ev_per_a": 2.7, "e_above_lowest_kj_mol": 39.3}

3.
{"formula": "C2H6OS", "method": "ωB97M-V with the def2-TZVPD basis set", "elements": ["C", "O", "H", "H", "C", "S", "H", "H", "H", "H"], "xyz": [[1.7862, 2.2397, -0.3002], [2.3289, 3.2920, -0.4637], [0.7711, 2.0355, -0.7031], [2.3201, 1.3859, 0.1420], [-1.0004, -1.9252, 0.2389], [-2.2495, -0.6996, -0.2201], [-0.0033, -1.7119, -0.1101], [-1.0063, -2.0791, 1.3080], [-1.3430, -2.8847, -0.1700], [-1.6037, 0.3475, 0.2782]], "lumo_ev": 0.60, "largest_force_ev_per_a": 1.0, "e_above_lowest_kj_mol": 61.3}